Record 1
Molecular formula: C20H42NO21S5V
Method: DFT, ωB97M-V/def2-TZVPD

Cartesian coordinates (Å):
V -0.13 -0.18 -1.30
S 3.07 6.18 1.37
S 2.59 -1.28 5.00
S -1.03 -1.81 -9.01
S 7.90 -0.27 -4.23
S -5.76 2.10 3.74
O -1.91 -0.87 -9.72
O -1.46 4.72 -4.80
O 4.25 6.45 2.53
O 2.35 -1.21 3.55
O -0.76 -1.71 -7.59
O 6.62 -0.10 -4.90
O 1.16 -0.42 -2.13
O 2.56 0.23 5.58
O -4.74 1.65 2.76
O -3.50 4.21 -4.78
O 1.90 -2.26 5.87
O 0.46 -1.77 -9.83
O 2.21 7.39 1.48
O 8.62 0.92 -3.83
O 8.75 -1.55 -4.89
O -1.04 -1.47 -1.56
O -2.15 3.49 -3.35
O 7.67 -1.27 -2.89
O -7.15 2.60 2.96
O 2.60 4.78 1.42
O -6.16 1.21 4.80
N -2.38 4.15 -4.31
C -6.37 -9.37 1.06
C -8.34 2.39 3.73
C -7.37 -8.19 3.45
C 4.51 8.19 4.31
C 4.68 7.78 2.79
C -9.50 3.35 3.20
C 1.51 -2.44 -9.28
C -6.03 -8.03 1.45
C 2.81 -2.07 -9.97
C 2.81 1.75 7.40
C 4.38 -1.66 5.15
C -1.55 -3.50 -9.65
C -6.57 -7.46 2.58
C 4.13 6.33 -0.17
C 7.33 -2.54 -3.25
C -7.22 -10.07 1.95
C 8.44 -2.78 -4.25
C -5.39 3.83 4.35
C 2.47 0.29 7.01
C -7.68 -9.52 3.14
H -8.72 1.38 3.63
H 3.85 2.05 7.28
H -8.34 2.51 4.81
H 3.62 -2.55 -9.42
H -0.78 -4.26 -9.56
H 3.09 -0.45 7.50
H -10.43 2.97 3.61
H 1.43 0.06 7.26
H 4.99 5.67 -0.20
H 5.72 7.99 2.52
H -9.54 3.39 2.11
H 8.19 -3.53 -5.01
H -5.01 4.34 3.47
H -1.80 -3.39 -10.70
H -6.01 -9.89 0.18
H 6.28 -2.65 -3.56
H 5.08 7.50 4.93
H -8.36 -10.02 3.81
H 9.26 -3.29 -3.75
H 4.55 -2.69 4.86
H 3.48 6.12 -1.02
H -5.28 -7.45 0.92
H -7.60 -11.02 1.59
H -4.74 3.74 5.21
H 4.69 -1.40 6.16
H 4.52 7.35 -0.21
H 2.51 1.89 8.44
H -6.27 -6.44 2.74
H 7.40 -3.16 -2.36
H 3.00 -0.99 -9.98
H 5.02 9.09 4.67
H 2.26 2.51 6.84
H 4.11 8.53 2.25
H 2.88 -2.47 -10.98
H 3.45 8.17 4.53
H -7.72 -7.85 4.42
H 1.57 -2.26 -8.21
H 4.84 -0.94 4.48
H -2.47 -3.92 -9.24
H -6.30 4.33 4.70
H 1.33 -3.51 -9.25
H -9.35 4.35 3.60

- highest occupied orbital energy (eV) = -7.1
- total charge = 0
- gap between HOMO and LUMO (eV) = 2.66


Record 2
Molecular formula: C20H47CeNO4P3
Method: DFT, ωB97M-V/def2-TZVPD

Cartesian coordinates (Å):
Ce -0.09 0.22 -0.26
P -2.53 -0.66 -0.83
P 0.33 1.36 2.16
P 2.39 -0.15 -0.98
O 0.29 -2.42 2.06
O 0.17 2.68 3.13
O -0.06 2.58 0.55
O 0.51 0.17 3.43
N -0.10 0.06 -2.85
C 3.40 -1.58 -1.35
C -3.02 -2.29 -1.37
C 0.78 1.26 -2.97
C 2.21 0.94 -2.52
C -2.74 -3.37 -0.27
C 3.16 0.39 1.73
C -1.08 3.05 3.72
C 4.52 -1.13 -2.32
C -1.51 0.16 -3.41
C 3.18 0.96 0.29
C -4.48 -2.21 -1.85
C -2.54 0.51 -2.31
C -4.28 -1.20 1.24
C 0.70 3.80 0.81
C 4.60 1.29 -0.16
C -0.56 -0.42 4.08
C 0.16 -1.56 1.27
C -3.61 -0.01 0.54
C -2.87 0.85 1.59
C 3.88 -2.27 -0.05
H -1.00 0.36 4.70
H -2.34 -2.52 -2.22
H 3.34 1.20 2.46
H -3.44 0.94 2.54
H -1.37 -0.79 3.45
H -4.98 -1.24 -1.64
H 1.67 3.57 1.24
H -3.53 -1.89 1.65
H -1.91 0.37 1.93
H 0.85 4.24 -0.16
H 0.80 1.64 -4.01
H 4.60 1.79 -1.14
H 0.36 -0.79 -3.19
H -1.76 -0.82 -3.85
H -2.40 1.54 -1.91
H -1.57 0.93 -4.20
H 3.88 -0.44 1.85
H 4.18 -3.31 -0.26
H 0.34 2.09 -2.38
H 2.58 1.90 0.30
H -2.33 -4.28 -0.74
H 0.20 4.52 1.45
H -4.34 0.65 0.03
H 4.75 -1.72 0.37
H -0.85 3.44 4.69
H -0.12 -1.19 4.70
H 4.26 -1.42 -3.36
H -5.08 -3.02 -1.40
H 2.71 0.39 -3.33
H -1.62 3.82 3.12
H 4.64 -0.03 -2.35
H -4.91 -1.77 0.54
H 5.07 1.98 0.56
H 0.07 -1.88 -1.11
H 2.18 -0.05 2.03
H -3.58 0.45 -2.67
H -4.51 -2.33 -2.95
H -1.72 2.18 3.82
H 2.68 -2.27 -1.85
H 3.09 -2.32 0.72
H -1.98 -3.05 0.46
H -4.92 -0.87 2.08
H 5.21 0.37 -0.21
H -2.59 1.87 1.24
H 2.77 1.88 -2.35
H 5.49 -1.55 -2.02
H -3.67 -3.65 0.25

- highest occupied orbital energy (spin up / spin down) (eV) = -14.1 / -14.2
- total charge = +2
- <S²> = 0.7987
- gap between HOMO and LUMO (spin up / spin down) (eV) = 6.05 / 6.29
- multiplicity = 2


Record 3
Molecular formula: C2H3N3O
Method: DFT, ωB97M-V/def2-TZVPD

Cartesian coordinates (Å):
O -0.55 0.33 1.23
N 1.44 1.11 1.18
N 1.18 0.77 -0.11
N 0.48 1.01 2.07
C -0.55 -0.73 -0.94
C 0.04 0.18 0.13
H -0.79 -0.01 -1.71
H 0.26 -1.66 -1.14
H -1.51 -1.00 -0.72

- highest occupied orbital energy (eV) = -11.2
- total charge = 0
- structure (SMILES) = Cc1nnno1
- gap between HOMO and LUMO (eV) = 11.66


Record 4
Molecular formula: C75H100N2O5PPbSSbSe
Method: DFT, ωB97M-V/def2-TZVPD

Cartesian coordinates (Å):
Pb 0.62 0.14 0.10
Sb 0.17 3.65 0.54
Se 0.26 0.72 -3.78
S -4.15 -0.28 -0.22
P -0.62 -3.36 -0.05
O 3.75 -3.07 1.68
O -3.56 0.05 1.10
O 0.93 0.33 2.21
O 3.55 -1.83 3.54
O 2.78 0.06 0.00
N -1.12 3.23 -3.91
N -2.48 1.56 -3.85
C -5.96 -1.84 1.19
C 3.66 -0.99 0.26
C -2.83 3.95 1.03
C 1.31 5.04 -0.73
C -1.22 -2.87 2.64
C -5.92 1.13 -1.81
C 1.83 -6.56 -1.12
C 5.40 -3.33 3.47
C -6.16 -3.75 -0.83
C -5.48 0.89 -0.51
C -2.40 3.76 -3.91
C -1.83 4.30 -0.07
C 3.03 1.04 3.23
C -7.00 2.54 0.33
C -1.63 -5.48 -3.09
C 5.07 -1.96 -1.73
C 2.70 -2.11 -1.81
C 3.08 -4.17 3.76
C -6.01 1.59 0.56
C 1.18 -0.88 6.84
C 7.48 0.71 1.43
C -6.87 -3.90 0.35
C -2.38 -4.81 -1.94
C -3.30 -3.78 3.82
C -7.44 2.79 -0.97
C 1.87 -0.73 5.64
C -0.09 3.62 3.56
C 0.37 4.62 2.50
C 1.80 -6.42 1.39
C 1.93 -0.04 3.10
C 5.00 -0.41 0.73
C 6.44 1.52 0.98
C -1.76 -3.45 -1.54
C 7.29 -0.66 1.49
C 2.96 -1.93 1.30
C -2.83 -5.01 3.04
C -6.90 2.08 -2.04
C 2.77 -2.62 -3.10
C 0.15 -5.05 0.00
C 0.12 3.97 -4.01
C -1.95 5.77 -0.48
C -0.16 -0.54 6.94
C 0.59 -5.46 1.42
C 5.22 0.96 0.63
C -0.81 -0.07 5.81
C -6.78 -2.94 1.35
C -0.31 5.97 2.69
C 3.85 -1.76 -1.10
C -5.35 -2.64 -1.01
C -2.65 -4.69 1.55
C 3.84 3.25 2.63
C 2.47 -1.45 2.70
C 6.07 -1.22 1.13
C -2.98 0.20 -3.83
C 2.63 4.36 -1.11
C 2.95 2.20 2.46
C 1.71 -7.36 0.20
C 5.15 -2.49 -3.02
C 4.98 2.01 4.32
C 4.85 3.18 3.58
C 1.23 -0.23 4.50
C -1.82 -3.11 -4.03
C -3.25 2.72 -3.87
C -1.65 -4.60 -4.36
C 3.94 -3.10 3.10
C -0.12 0.08 4.61
C -2.29 -2.61 3.71
C 4.09 0.96 4.14
C 1.56 6.42 -0.13
C 4.00 -2.82 -3.72
C -1.86 -3.38 1.33
C -1.16 1.87 -3.85
C -5.25 -1.69 0.00
C 1.37 -5.11 -0.93
C -1.06 -2.80 -2.74
H 5.98 -2.44 3.29
H 1.23 -7.04 -1.89
H -7.42 3.09 1.16
H -1.17 3.43 3.49
H 1.72 -1.97 -1.37
H 0.76 -7.90 0.23
H -3.41 -4.63 -2.26
H -4.79 -2.50 -1.94
H 3.15 4.93 -1.89
H -5.64 1.41 1.56
H 2.90 -1.04 5.61
H 3.47 -5.16 3.51
H 1.85 -2.85 -3.63
H 2.04 -4.11 3.44
H 5.78 1.92 5.04
H -0.58 -5.77 -0.38
H -8.20 3.54 -1.15
H 1.71 -1.27 7.71
H 1.83 -6.98 2.33
H -0.64 0.43 3.73
H -2.45 -4.93 -5.03
H -1.73 6.44 0.35
H 1.15 -4.67 -1.91
H -0.51 -3.61 3.02
H 0.42 2.66 3.47
H 0.86 -4.57 1.98
H -2.58 -2.79 -1.24
H -2.82 -1.69 3.45
H 2.51 -8.11 0.25
H 5.79 -4.16 2.88
H 5.46 -3.59 4.53
H 5.95 -2.29 1.13
H 4.25 0.05 4.71
H -2.66 4.54 1.93
H 2.49 3.34 -1.48
H -3.85 4.16 0.69
H -0.69 -0.66 7.87
H -7.50 -4.77 0.49
H -2.08 -6.45 -3.29
H 4.05 -3.20 -4.73
H 2.72 -5.84 1.32
H -2.59 4.82 -3.95
H -3.06 -0.18 -2.81
H 3.12 -4.04 4.84
H -6.23 -4.50 -1.61
H -2.98 5.98 -0.81
H -4.26 -3.48 3.41
H 0.69 5.15 -1.62
H -2.28 -0.43 -4.37
H -0.04 -3.21 -2.84
H 2.06 6.35 0.84
H -5.50 0.55 -2.63
H -0.24 -5.93 1.94
H -3.95 0.17 -4.32
H -3.56 -5.82 3.14
H -7.34 -3.05 2.27
H 5.53 4.01 3.72
H 0.64 6.98 -0.01
H 3.74 4.13 2.00
H -0.66 -1.95 2.46
H -1.86 0.19 5.85
H 2.87 -6.56 -1.46
H 6.58 2.59 0.91
H -2.88 -2.87 -3.89
H -2.78 2.89 1.31
H -3.63 -4.60 1.08
H -0.13 6.31 3.71
H -0.94 -1.73 -2.59
H -1.29 6.02 -1.31
H -2.14 -5.54 1.07
H -1.39 5.90 2.56
H -5.85 -1.09 1.97
H 3.31 4.30 -0.25
H 1.62 -2.10 2.90
H 6.00 -1.68 -1.26
H -0.60 -5.66 -2.78
H -4.33 2.70 -3.87
H -2.44 -5.48 -1.08
H -1.89 -5.38 3.46
H -2.56 -2.59 1.03
H 0.07 6.74 2.02
H 6.12 -2.63 -3.48
H -0.11 5.04 -3.98
H -7.25 2.27 -3.05
H 2.18 -4.50 -0.50
H 0.63 3.74 -4.94
H -1.79 -2.45 4.66
H -0.71 -4.74 -4.90
H 8.10 -1.31 1.80
H -1.45 -2.49 -4.85
H 8.43 1.15 1.70
H 4.41 1.57 0.25
H 2.19 2.25 1.70
H 2.22 6.99 -0.80
H 1.45 4.74 2.58
H 0.11 4.01 4.56
H -2.04 3.67 -0.94
H -3.46 -4.05 4.86
H 2.08 -2.31 0.76
H 0.78 3.71 -3.19

- highest occupied orbital energy (eV) = -7.5
- total charge = 0
- gap between HOMO and LUMO (eV) = 7.59


Record 5
Molecular formula: C3H10O2
Method: DFT, ωB97M-V/def2-TZVPD

Cartesian coordinates (Å):
O 1.18 0.31 -1.67
O 0.51 -1.96 2.18
C -0.14 1.69 0.00
C 0.31 0.19 -0.51
C -0.99 -0.63 -0.53
H -0.38 -2.00 1.84
H -1.80 -0.12 -0.98
H 2.08 0.44 -1.49
H -1.36 -0.86 0.42
H 0.71 2.16 0.59
H -0.19 2.22 -0.98
H 0.94 0.02 0.31
H -1.06 1.56 0.56
H -0.86 -1.48 -1.20
H 1.05 -1.54 1.44

- highest occupied orbital energy (eV) = -10.1
- total charge = 0
- structure (SMILES) = CC(C)O.O
- gap between HOMO and LUMO (eV) = 10.76


Record 6
Molecular formula: C2Cl2F2S
Method: DFT, ωB97M-V/def2-TZVPD

Cartesian coordinates (Å):
Cl -1.39 -0.64 1.97
Cl 2.41 -0.06 -1.03
S 0.64 0.77 -1.64
F 0.21 1.17 1.28
F -0.89 -1.27 -0.93
C -0.45 -0.07 -0.48
C -0.53 0.11 0.83

- highest occupied orbital energy (eV) = -9.8
- total charge = 0
- structure (SMILES) = F/C(Cl)=C(/F)SCl
- gap between HOMO and LUMO (eV) = 9.02


Record 7
Molecular formula: C5H9NO
Method: DFT, ωB97M-V/def2-TZVPD

Cartesian coordinates (Å):
O 0.62 -2.04 -1.18
N 0.47 -1.48 1.16
C -1.34 0.48 -0.18
C 0.94 0.92 -1.16
C 0.43 -1.41 -0.18
C 0.06 0.27 -0.10
C 0.58 0.00 1.32
H 0.57 0.66 -2.16
H -1.83 0.38 -1.15
H 1.97 0.55 -1.09
H 1.62 0.31 1.49
H -1.88 1.08 0.55
H -1.27 -1.31 0.99
H -1.84 -0.81 0.62
H -0.04 0.38 2.14
H 0.96 2.01 -1.06

- highest occupied orbital energy (spin up / spin down) (eV) = -8.8 / -8.8
- total charge = 0
- gap between HOMO and LUMO (spin up / spin down) (eV) = 7.66 / 7.67


Record 8
Molecular formula: C4H11N3O
Method: DFT, ωB97M-V/def2-TZVPD

Cartesian coordinates (Å):
O 1.51 1.69 0.42
N -0.42 1.15 -0.62
N -2.27 -0.14 1.08
N -1.19 0.14 -1.14
C 0.86 0.79 -0.35
C 0.32 -1.14 0.95
C 1.64 0.05 -1.38
C -1.73 -0.57 -0.15
H 2.50 -0.44 -0.92
H -2.21 -1.48 -0.50
H 2.01 0.76 -2.14
H 1.00 -0.68 -1.86
H -0.83 1.74 0.11
H 2.45 1.67 0.25
H -1.78 0.60 1.56
H 1.25 -1.61 0.61
H -3.27 0.02 1.06
H 0.50 -0.57 1.86
H -0.34 -1.97 1.18

- highest occupied orbital energy (spin up / spin down) (eV) = -7.1 / -7.1
- total charge = 0
- gap between HOMO and LUMO (spin up / spin down) (eV) = 7.78 / 7.78


Number 1: E -5356.419097 a.u., M 843.82 g mol⁻¹. Number 2: E -2644.411279 a.u., M 598.64 g mol⁻¹. Number 3: E -317.396448 a.u., M 85.07 g mol⁻¹. Number 4: E -6977.648386 a.u., M 1580.59 g mol⁻¹. Number 5: E -270.726026 a.u., M 78.11 g mol⁻¹. Number 6: E -1594.457557 a.u., M 164.99 g mol⁻¹. Number 7: E -325.720254 a.u., M 99.13 g mol⁻¹. Number 8: E -398.344249 a.u., M 117.15 g mol⁻¹.